1.
18
Properties=species:S:1:pos:R:3 method="wB97M-V/def2-TZVPD" e_tot_ev=-19940.932 homo_energy_ev=-9.230 charge=0 lumo_energy_ev=-0.90 de_lowest_ev=0.0000 spin_multiplicity=1
O 0.730 -0.909 2.517
C 1.245 -0.383 1.527
C 0.688 0.753 0.748
C 1.282 0.948 -0.460
O 2.210 0.112 -1.003
C 0.967 2.220 -1.178
O 1.588 2.661 -2.117
H 2.182 -0.823 1.135
H -0.109 1.321 1.008
H 2.655 0.640 -1.744
H 0.354 2.968 -0.785
O -3.129 -1.341 0.990
C -1.922 -1.629 0.423
C -1.551 -1.016 -0.723
F -0.319 -1.187 -1.254
F -2.139 0.003 -1.328
H -3.583 -2.025 1.439
H -1.148 -2.314 0.804

---

2.
18
Properties=species:S:1:pos:R:3 method="wB97M-V/def2-TZVPD" e_tot_ev=-15549.234 homo_energy_ev="-8.718 / -8.718" charge=0 lumo_energy_ev="-0.73 / -0.73" de_lowest_ev=3.5372 spin_multiplicity=1
C -1.003 -0.071 -0.137
C -0.089 0.060 -1.224
C -1.489 1.198 0.525
C 1.726 -0.301 0.327
C 0.239 -0.976 0.894
O -2.016 -0.998 -0.330
O 0.432 1.187 -1.680
O 2.500 -1.213 -0.268
O 2.097 0.800 0.654
O 0.085 -2.199 0.831
H -1.610 -1.882 -0.218
H 0.210 1.932 -1.101
H 3.384 -0.831 -0.414
H 0.179 -0.809 -1.812
H 0.203 -0.413 1.842
H -0.648 1.786 0.904
H -2.082 1.807 -0.160
H -2.121 0.923 1.367

---

3.
14
Properties=species:S:1:pos:R:3 method="wB97M-V/def2-TZVPD" e_tot_ev=-7358.169 homo_energy_ev="-6.717 / -7.430" charge=0 lumo_energy_ev="-0.06 / 0.85" de_lowest_ev=4.0860 spin_multiplicity=1
O 1.544 2.020 0.861
C 1.031 0.893 0.345
C -0.032 -1.842 0.789
C -0.917 -1.415 -0.186
C -0.965 -0.212 -0.863
C -0.130 0.957 -0.530
H 1.010 2.782 0.586
H 1.720 0.070 0.423
H -0.280 -2.742 1.347
H 0.971 -1.480 0.929
H -1.743 -2.095 -0.406
H -1.700 -0.049 -1.644
H 0.272 1.342 -1.488
H -0.781 1.771 -0.165